No. 1
C22H20F5N3NiSe as an isolated structure at a distorted geometry, computed with ωB97M-V/def2-TZVPD.

Output
Expectation value of S² ... 2.0087
Electronic energy ... -5423.617531 Ha
Kohn-Sham gap (alpha / beta) ... 7.528 / 6.791 eV
HOMO level (alpha / beta) ... -7.2 / -7.3 eV

Structure (ORCA input):
```
! wB97M-V def2-TZVPD RIJCOSX def2/J DEFGRID3
* xyz 0 3
Se 1.04221 0.09469 1.92287
Ni -0.24355 0.13539 -0.02978
F -2.00506 0.83543 2.93148
F -1.43584 -0.74502 7.43104
F -3.02732 0.15591 5.43033
F 2.24684 -0.66784 4.53905
F 1.14605 -1.24589 6.91324
N -0.42670 2.27126 -0.53251
N -0.92722 -1.88259 -0.52441
N 0.49668 -0.01386 -1.75570
C 1.58066 2.51527 -4.28892
C 1.29121 3.64483 -3.55836
C -1.12674 -2.63355 0.75754
C 0.91351 -1.31221 -1.98598
C 0.32127 2.32820 -1.75211
C -1.72933 -0.03082 5.13755
C 0.63802 3.57530 -2.32056
C 2.13585 -1.65111 -2.62154
C -2.18560 -1.87589 -1.30222
C -1.21783 0.19274 3.86740
C -0.11513 3.31868 0.46979
C 0.21697 -2.31634 -1.25889
C 0.74893 -3.57586 -1.13149
C 0.39626 -0.69859 5.95754
C 2.62211 -2.95190 -2.57125
C -0.94516 -0.46722 6.20990
C 0.15301 -0.04587 3.61482
C 1.93058 -3.89887 -1.81353
C -1.90910 2.35027 -0.78332
C 1.30491 1.26166 -3.73492
C 0.72139 1.15335 -2.43547
C 0.93300 -0.44767 4.69926
H 1.97584 2.59563 -5.32029
H -0.15532 -2.59990 1.29206
H -1.87206 -2.06948 1.32709
H 2.29862 -4.89829 -1.73108
H 0.31352 -4.34123 -0.50603
H -2.51601 -2.88544 -1.52070
H -2.01495 -1.31532 -2.23089
H -0.64166 3.06887 1.37824
H 3.52622 -3.27370 -3.08145
H -1.40056 -3.69991 0.56039
H 0.23777 4.50539 -1.85808
H -2.19107 1.48949 -1.41174
H 1.54212 0.35677 -4.29013
H -2.36694 2.34497 0.18461
H -2.12346 3.27882 -1.33276
H -2.91493 -1.35305 -0.67481
H 0.99210 3.35059 0.63010
H 2.70855 -0.87674 -3.08607
H -0.43746 4.33483 0.18811
H 1.49480 4.61577 -3.99742
*
```

No. 2
C22H20FN8ReS as an isolated structure, computed with ωB97M-V/def2-TZVPD.

Output
Expectation value of S² ... 0.7580
Electronic energy ... -1863.828325 Ha
Relative energy (zero: lowest compared OMol25 entry of this formula, charge and spin) ... 19.91 kcal per mole
Kohn-Sham gap (alpha / beta) ... 6.666 / 6.274 eV
HOMO level (alpha / beta) ... -17.4 / -17.4 eV

Structure (ORCA input):
```
! wB97M-V def2-TZVPD RIJCOSX def2/J DEFGRID3
* xyz 3 2
Re -0.01877 -0.81274 -0.74947
S -3.85964 -2.54358 -2.47545
F 5.66060 1.86919 -0.06441
N 0.76092 0.98103 2.88478
N -1.29867 -3.02852 -2.91902
N -1.86318 -1.34561 -1.32531
N 0.05190 1.22034 -0.60396
N 0.16049 -2.89708 1.91477
N 0.61240 -1.32755 3.48245
N 1.07557 0.27608 5.04373
N 0.30261 -0.65539 1.23542
C 1.58370 -1.51517 -1.71311
C -0.15435 2.09419 -1.60389
C -4.21396 -1.31165 -1.28777
C -3.04666 -0.77152 -0.76450
C -4.36498 0.64104 0.62685
C 0.54850 3.02134 0.88171
C -3.11388 0.21506 0.20826
C -2.18213 -2.30525 -2.23591
C 4.70020 1.06313 -0.46060
C -5.52960 0.09942 0.09063
C 2.68615 -0.62137 -1.29202
C 0.35969 -1.62193 2.23232
C 2.95061 0.56428 -1.99660
C 0.50592 0.63676 1.67897
C 0.38190 1.67927 0.62984
C -0.01955 3.45433 -1.41212
C 3.95886 1.40801 -1.58824
C 0.81714 -0.04487 3.80284
C 0.34792 3.92603 -0.15802
C 3.45932 -0.94695 -0.16530
C 4.46947 -0.10839 0.25322
C -5.46770 -0.88982 -0.87745
H -0.42572 1.67816 -2.56599
H 3.28741 -1.87849 0.36289
H 1.23295 1.23964 5.29973
H 0.46872 4.98790 0.01348
H -0.30107 -2.93053 -2.84075
H 4.20817 2.30953 -2.13182
H -1.62032 -3.71516 -3.58764
H -2.22388 0.65178 0.64433
H -0.19739 4.12891 -2.23813
H 1.12459 -0.44086 5.75416
H 2.39072 0.80171 -2.89469
H 5.09815 -0.34734 1.10048
H -4.43786 1.40839 1.38533
H 0.20244 -3.57699 2.66140
H 1.30803 -1.39537 -2.78112
H 1.74892 -2.57718 -1.46585
H -6.36883 -1.31759 -1.29622
H -6.49302 0.45010 0.43332
H 0.81843 3.34186 1.87823
H -0.08127 -3.22057 0.99625
*
```

No. 3
C22H20Li4N4O5 as an isolated structure at a distorted geometry, computed with ωB97M-V/def2-TZVPD.

Output
Expectation value of S² ... 0.7528
Electronic energy ... -1475.537518 Ha
Kohn-Sham gap (alpha / beta) ... 2.794 / 9.263 eV
HOMO level (alpha / beta) ... -5.9 / -11.8 eV

Structure (ORCA input):
```
! wB97M-V def2-TZVPD RIJCOSX def2/J DEFGRID3
* xyz 1 2
O -21.63813 18.26420 1.91473
O -22.64059 20.06189 1.56037
O -23.25507 18.93384 3.22822
O -25.71584 17.88610 0.84884
O -26.90958 18.43152 -0.98132
N -25.73532 20.51545 4.12619
N -22.36398 20.06489 -1.66038
N -21.05017 17.37531 5.36240
N -25.92284 17.92895 -0.46070
C -24.92280 17.22307 -1.35194
C -21.53057 16.46775 7.60018
C -22.44659 19.10772 2.30567
C -25.48243 20.78236 6.59726
C -21.26705 16.29072 6.22240
C -23.78612 21.37674 -3.75899
C -22.95279 20.32293 -4.04027
C -24.17796 16.55755 -3.53749
C -21.36725 18.87409 7.22027
C -21.49953 17.81743 8.08248
C -27.69167 20.79140 5.51243
C -22.74698 16.18627 -1.61279
C -25.12928 17.03180 -2.66048
C -24.96786 20.58893 5.29870
C -22.16776 19.75253 -2.97450
C -23.83020 21.82502 -2.42209
C -21.10177 18.64054 5.89946
C -26.88107 20.82726 6.69875
C -27.04602 20.65504 4.28208
C -23.02218 16.01804 -2.99906
C -23.72435 16.81443 -0.80165
C -23.09308 21.22070 -1.44684
Li -21.54616 19.16293 0.07994
Li -24.31156 20.64864 2.60408
Li -20.95849 16.70215 3.10681
Li -24.03765 17.05299 3.65151
H -27.62735 20.57886 3.37507
H -27.32484 20.85714 7.68291
H -23.12579 21.70577 -0.48246
H -21.78904 16.07444 -1.12675
H -24.38237 22.73056 -2.21838
H -25.97132 17.42119 -3.21342
H -22.95880 20.00859 -5.07350
H -24.29953 21.87117 -4.57038
H -23.89071 20.51065 5.29527
H -28.75922 20.65222 5.59831
H -21.29185 18.01195 9.12432
H -21.35932 19.90565 7.53999
H -21.67895 15.64805 8.28754
H -24.96105 20.73853 7.54205
H -23.59030 17.05370 0.24295
H -21.22703 15.32544 5.73966
H -24.24066 16.61696 -4.61403
H -22.28178 15.54295 -3.62555
H -21.51389 18.95481 -3.29467
H -21.15079 19.44807 5.18400
*
```